{
  "formula": "C10H16N2",
  "method": "ωB97M-V/def2-TZVPD",
  "homo_lumo_gap_ev": [7.6, 7.0],
  "homo_ev": [-7.3, -7.1],
  "species": ["C", "C", "C", "C", "C", "C", "C", "C", "C", "C", "N", "N", "H", "H", "H", "H", "H", "H", "H", "H", "H", "H", "H", "H", "H", "H", "H", "H"],
  "coordinates": [[1.1585, -0.5080, 0.0817], [0.5383, 0.1950, 1.1914], [0.6238, -1.7021, -0.4050], [2.2785, -0.0552, -0.4884], [1.3428, 0.6288, 2.1803], [0.4000, -2.8950, -0.7299], [-0.7091, 0.0007, -2.3146], [-0.4073, 2.0810, -0.7344], [-1.5667, -0.1890, 2.3722], [-1.1868, 0.7451, -1.0887], [-0.8120, 0.0205, 1.1764], [-1.4301, -0.1181, 0.0193], [2.6738, -0.7402, -1.1666], [2.7011, 0.8513, -0.3952], [0.9118, 1.1383, 2.9774], [2.3960, 0.6144, 2.0067], [-0.4634, -3.3081, -1.3028], [1.0189, -3.8801, -0.4929], [-0.3652, 0.6929, -3.1789], [0.3551, -0.4760, -2.0014], [-1.3228, -0.8954, -2.5947], [0.6614, 1.9153, -0.5065], [-0.9062, 2.5902, 0.2145], [-0.3506, 2.9493, -1.5709], [-0.8791, -0.6019, 3.1035], [-1.9857, 0.7638, 2.5953], [-2.4481, -0.7954, 2.2981], [-2.2269, 0.9779, -1.2461]],
  "atomic_forces_ev_per_a": [[0.6, -0.7, -0.3], [1.2, -0.8, 1.0], [0.2, 2.0, 1.5], [-0.9, -2.4, -0.5], [-0.8, 0.0, -1.5], [-0.2, -5.3, -0.8], [3.9, -0.9, -0.8], [-0.5, 2.1, 0.0], [0.3, 0.2, 0.3], [0.4, 1.9, -0.2], [-0.4, 0.2, -0.5], [-1.1, -1.8, 0.8], [1.1, -0.6, -1.3], [1.3, 3.0, 0.7], [-0.4, 0.8, 1.5], [0.4, -0.1, 0.3], [0.4, 1.0, 0.1], [-0.6, 2.3, 0.1], [-1.3, -1.1, 1.2], [-2.7, 1.1, -1.2], [0.3, 1.2, 0.0], [-0.7, 0.0, 0.0], [1.0, -1.1, -1.9], [-0.7, -2.3, 1.6], [-0.2, 0.3, 0.4], [-0.1, 1.0, 1.2], [-0.1, -0.8, -0.8], [-0.5, 0.9, -0.7]]
}

***

{
  "formula": "C10H16N2O",
  "method": "ωB97M-V/def2-TZVPD",
  "homo_lumo_gap_ev": [7.6, 7.6],
  "homo_ev": [-7.0, -7.1],
  "species": ["C", "C", "C", "C", "C", "C", "C", "C", "C", "C", "N", "N", "O", "H", "H", "H", "H", "H", "H", "H", "H", "H", "H", "H", "H", "H", "H", "H", "H"],
  "coordinates": [[3.3403, 0.7409, -1.3013], [2.6051, -0.3958, -1.0236], [2.6885, 0.8571, 0.7319], [-0.9026, -0.9485, -0.1070], [1.4013, -2.7940, 0.5591], [-1.3854, 0.7021, 1.7119], [-0.5667, 1.4374, -0.7769], [-2.8798, 0.5991, -0.4477], [1.4302, -1.2857, 0.9093], [-1.4125, 0.4339, 0.1927], [3.3416, 1.5116, -0.1776], [2.1676, -0.3650, 0.2394], [-1.1959, -1.8312, -0.8246], [3.7694, 0.9618, -2.3591], [2.4358, -1.1723, -1.8591], [2.3821, 1.3798, 1.6159], [0.8266, -3.0848, -0.2696], [2.4589, -3.1439, 0.4898], [1.0376, -3.3595, 1.3682], [-2.1601, 0.0378, 2.1945], [-0.3583, 0.4210, 2.1325], [-1.6138, 1.7786, 1.7323], [-1.2390, 2.2547, -0.9202], [-0.4410, 0.9274, -1.7653], [0.3379, 1.7476, -0.4436], [-3.6114, -0.0283, 0.1443], [-3.0092, 1.7083, -0.3846], [-2.9412, 0.2225, -1.4339], [1.1278, -1.0675, 1.9232]],
  "atomic_forces_ev_per_a": [[-0.3, -0.8, -1.4], [0.9, -1.2, -4.4], [-0.7, -0.2, -0.5], [2.1, -0.2, 0.9], [2.8, 1.9, 0.8], [0.6, -0.7, -0.8], [-2.9, -2.9, -0.5], [0.6, -0.1, 3.0], [-3.6, -2.5, 0.0], [-0.6, 0.1, -2.3], [0.6, 0.7, -0.4], [1.4, 2.0, 0.8], [-0.4, 0.3, -0.1], [-0.6, -0.1, 2.5], [-0.1, 0.9, 2.2], [-0.1, -0.6, 0.7], [-0.6, 0.0, -1.5], [-0.6, 0.1, -0.5], [-0.8, -0.4, 1.3], [0.7, 1.0, -0.3], [-1.5, 0.8, -0.5], [0.1, -0.4, 1.0], [-0.1, 0.8, -0.2], [-0.1, 0.4, 0.8], [2.8, 0.8, 1.3], [0.5, 1.1, -0.4], [-0.8, -1.1, -0.1], [0.3, -0.1, -1.2], [0.5, 0.3, 0.0]]
}

***

ΔE to the lowest compared entry with this formula, charge and spin per entry: 169.1, 91.8 kcal/mol
Calculated total energy per entry: -499.85035, -575.23777 Ha